1.
Entry from OMol25: a molecular structure, C10H14BCrFN6 at a distorted geometry (ωB97M-V/def2-TZVPD).

Each line ends with the natural charge from an NBO analysis.
Geometry (Å):
C -1.70811 1.01740 -2.33439  0.03
N -0.98621 0.61804 -1.26931  -0.39
N 0.30978 1.08039 -1.41204  -0.30
C 0.39013 1.77942 -2.54660  0.08
C -0.84920 1.74951 -3.16316  -0.30
B 1.43407 0.74059 -0.39366  0.53
N 0.82269 1.03944 0.98720  -0.31
N -0.42177 0.53361 1.39050  -0.39
C -0.60599 0.97098 2.65072  0.03
C 0.46661 1.78174 3.03540  -0.31
C 1.32950 1.79834 1.96160  0.09
Cr -1.87053 -0.32413 0.21022  1.45
N 1.86810 -0.75868 -0.53960  -0.28
N 0.88876 -1.68551 -0.25063  -0.17
C 1.41077 -2.89264 -0.45520  -0.04
C 2.78023 -2.77290 -0.83333  0.00
C 3.01628 -1.38479 -0.86284  0.13
H 0.78514 -3.76086 -0.31255  0.27
H 3.87993 -0.78161 -1.06402  0.27
H 3.45645 -3.57445 -1.03018  0.27
H 2.36261 1.46991 -0.58755  0.01
H 2.29612 2.28686 1.82941  0.27
H 1.32224 2.21960 -2.86333  0.26
H 0.60318 2.29123 3.96535  0.28
H -1.11058 2.17252 -4.09009  0.27
H -1.50108 0.72292 3.23367  0.24
H -2.77361 0.78958 -2.44867  0.25
H -2.25335 -1.85185 1.53446  0.32
C -3.00498 -1.05782 1.61247  -0.87
H -2.97632 -0.57325 2.59004  0.29
H -3.27066 -0.23563 0.77847  0.21
H -3.95443 -1.59088 1.51699  0.33
F -2.13573 -1.81710 -0.83934  -0.52

Values from the calculation:
LUMO energy (spin up / spin down)	-0.35847 / -0.39301	Eh
total charge	+2
frontier orbital gap (spin up / spin down)	0.2342 / 0.2019	hartree
multiplicity	5

---

2.
Entry from OMol25: C4H12N2O in the gas phase at a distorted geometry (ωB97M-V/def2-TZVPD).

Each line ends with the natural charge from an NBO analysis.
Geometry (Å):
C -0.13434 -1.95589 -0.35606  -0.05
O -0.32661 -2.87677 0.70754  -0.72
C 0.06623 -0.53837 0.19664  -0.08
C -0.09170 0.47237 -0.94491  -0.43
C -0.17694 1.95520 -0.44481  -0.21
N -0.93344 2.21485 0.75056  -0.83
N 1.32637 -0.47919 0.92039  -0.83
H -1.08235 -1.95361 -0.89157  0.17
H 0.70013 -2.21618 -1.01743  0.16
H -0.78850 -0.41739 0.86165  0.19
H 0.82544 0.44181 -1.52921  0.20
H -1.00277 0.27014 -1.50635  0.20
H 0.83468 2.31766 -0.31317  0.18
H -0.66481 2.54289 -1.22215  0.19
H -0.62683 1.71191 1.57828  0.35
H -1.90041 1.91725 0.68466  0.35
H 0.47976 -3.38462 0.83236  0.47
H 2.09395 -0.41449 0.25556  0.35
H 1.40211 0.39244 1.43805  0.35

Values from the calculation:
LUMO energy	0.03445	Eh
frontier orbital gap	0.3745	hartree
SMILES	NCC[C@H](N)CO
multiplicity	1
relative energy (zero: lowest compared OMol25 entry of this formula, charge and spin)	31.98	kcal per mole

---

Number 1: calculated total energy -51334.813 eV, M 300.07 g/mol. Number 2: calculated total energy -9369.807 eV, M 104.15 g/mol.